[1]
125
Properties=species:S:1:pos:R:3 method="wB97M-V/def2-TZVPD" homo_energy_ev="-1.560 / -1.560" e_tot_ev=-130897.8848 total_charge=-2 lumo_ha="0.1145 / 0.1132"
Rb -0.55095 0.47052 -0.24410
Cl 8.99674 4.13677 0.40969
C 7.39431 3.59546 -0.00061
C 6.21709 3.89487 0.73889
C 5.00035 3.35946 0.40053
C 4.81329 2.52901 -0.74640
C 5.98746 2.31795 -1.52051
C 7.25680 2.77432 -1.12124
C 3.49268 1.94343 -1.05851
C 3.45766 0.54577 -1.43704
C 4.66063 -0.25535 -1.72877
C 4.18809 -1.44109 -2.22191
C 2.71607 -1.41209 -2.20612
C 1.86961 -2.45969 -2.73468
C 2.54620 -3.73583 -3.08836
C 2.30792 -4.37457 -4.34991
C 2.98856 -5.52949 -4.73331
C 3.90174 -6.12220 -3.85825
Cl 4.69843 -7.57935 -4.26732
C 4.03997 -5.56881 -2.55330
C 3.43443 -4.39277 -2.20000
C 0.47040 -2.32781 -3.02248
N -0.26723 -1.19195 -2.98300
C -1.54391 -1.50240 -3.29411
C -2.65925 -0.56906 -3.40247
C -4.04340 -1.13887 -3.55963
C -4.50127 -1.97004 -2.52794
C -5.78185 -2.51769 -2.55843
C -6.65895 -2.31340 -3.61844
Cl -8.17868 -3.12772 -3.56897
C -6.24245 -1.46226 -4.66363
C -4.95700 -0.88396 -4.63540
C -2.60208 0.86099 -3.14251
C -3.72301 1.77060 -3.27356
C -3.25685 2.99740 -2.99461
C -1.83604 2.84982 -2.62453
N -1.50389 1.55042 -2.71871
C -0.93117 3.91845 -2.29025
C 0.42880 3.78983 -1.84449
C 1.38866 4.88100 -1.70523
C 2.59217 4.33401 -1.33825
C 2.36355 2.89573 -1.23460
N 1.04865 2.61133 -1.46422
C -1.45129 5.31637 -2.48887
C -1.24679 6.33122 -1.54320
C -1.71168 7.61921 -1.74326
C -2.43612 7.94364 -2.91929
Cl -2.87101 9.58448 -3.19141
C -2.69062 6.94579 -3.87961
C -2.16850 5.68037 -3.67206
C -1.67362 -2.95475 -3.45094
C -0.41335 -3.47527 -3.30340
N 2.33245 -0.20812 -1.66971
H 6.33761 4.48981 1.64190
H 4.15578 3.67795 1.00876
H 5.90108 1.82563 -2.47491
H 8.12909 2.38615 -1.66058
H 5.70219 0.04930 -1.52769
H 4.73407 -2.33508 -2.47999
H 1.65451 -3.87529 -5.05771
H 2.85320 -5.95437 -5.74547
H 4.68382 -6.10171 -1.85216
H 3.65764 -4.04189 -1.21294
H -3.90960 -2.14993 -1.64556
H -6.08923 -3.17375 -1.74701
H -6.94773 -1.26328 -5.43666
H -4.66116 -0.26349 -5.47038
H -4.71941 1.45159 -3.58271
H -3.85531 3.90909 -2.94904
H 1.21717 5.94006 -1.91419
H 3.54827 4.80937 -1.16133
H -0.73064 6.09414 -0.61525
H -1.62096 8.41325 -1.00695
H -3.27672 7.19933 -4.75101
H -2.30158 4.93135 -4.44776
H -2.61513 -3.47390 -3.67860
H -0.10478 -4.51434 -3.33198
C -5.89500 -1.35539 3.05218
O -5.30353 -0.91238 1.81694
C -4.20874 -0.13115 1.86883
O -3.61340 0.19096 0.84700
N -3.77328 0.26138 3.10648
N -2.66117 1.19501 3.18961
H -6.64103 -2.08967 2.73884
H -6.35393 -0.54220 3.62463
H -5.19687 -1.89727 3.71222
H -4.45027 0.29146 3.85327
H -1.84396 0.59629 3.40980
H -2.48900 1.50927 2.22104
O 1.79273 -1.63455 0.84203
H 1.21480 -2.26969 0.41225
H 2.19590 -1.12739 0.10021
O 1.23986 2.67027 2.34843
H 1.26569 3.62960 2.38635
H 2.14815 2.46708 2.01984
C 0.81625 -4.62956 3.05054
C -0.51158 -4.07504 3.59414
C -1.30298 -3.33499 2.49175
C -0.23483 -3.24044 4.86367
C -0.33176 -3.83900 6.08014
C -0.02175 -3.19805 7.29023
C 0.37298 -1.85973 7.27794
C 0.46867 -1.16311 6.08002
C 0.92222 0.27588 6.13697
C -0.26976 1.27432 6.03754
C 2.03101 0.63964 5.13319
C 0.02127 -1.77565 4.82552
O -0.18237 -1.09015 3.79107
H 0.69631 -5.30403 2.19606
H 1.36326 -5.26805 3.78352
H 1.46765 -3.81353 2.73834
H -1.12191 -4.88906 3.92765
H -0.77855 -2.47260 2.07263
H -2.28488 -3.00450 2.92006
H -1.50620 -4.07571 1.72416
H -0.55915 -4.92455 6.11018
H -0.12414 -3.73710 8.21907
H 0.53756 -1.37035 8.23772
H 1.36393 0.40792 7.12068
H -0.68715 1.25992 5.02649
H 0.13121 2.28390 6.27525
H -1.05633 0.97951 6.74884
H 1.64279 0.53873 4.09699
H 2.88854 -0.06032 5.24362
H 2.38882 1.65046 5.30375

---

[2]
132
Properties=species:S:1:pos:R:3 method="wB97M-V/def2-TZVPD" homo_energy_ev=-3.706 e_tot_ev=-117985.8215 total_charge=-1 lumo_ha=-0.0334
C 7.68522 0.42034 1.71558
C 8.68874 0.42453 0.37741
C 7.98617 -0.23583 -0.94841
C 7.86904 0.75696 -2.24542
C 7.05766 2.15457 -1.99442
C 5.72891 2.04652 -1.04780
C 4.32238 1.74384 -1.86747
P 3.07263 1.30498 -0.43921
C 1.30369 1.88514 -0.85891
C 3.16597 -0.54442 0.02287
S 4.49972 0.31544 -3.07158
C 2.76526 -0.22738 -3.66202
O 5.15274 -0.95895 -2.48096
O 5.24338 0.74208 -4.39720
H 6.61166 -0.01957 1.46315
H 8.13051 -0.31294 2.54116
H 7.51485 1.50838 2.12813
H 9.19261 1.46986 0.19849
H 9.57907 -0.31097 0.67951
H 6.93249 -0.66873 -0.59436
H 8.62107 -1.18680 -1.26216
H 8.98648 1.06565 -2.53030
H 7.47135 0.14910 -3.17635
H 7.74761 3.01600 -1.56381
H 6.70188 2.53645 -3.06223
H 5.57682 3.12643 -0.56200
H 5.80591 1.30319 -0.14795
H 0.65919 1.12970 -1.47995
H 0.73579 2.01187 0.18357
H 1.29150 2.95032 -1.35663
H 4.32486 -0.83059 0.03809
H 2.65059 -1.27765 -0.73062
H 2.79832 -0.69822 1.13890
H 1.90025 0.29242 -3.07001
H 2.65117 -0.11187 -4.84407
H 2.64692 -1.39617 -3.46418
C -2.10894 3.05364 -4.77118
C -1.76931 1.91105 -4.16664
C -0.37591 1.42366 -4.17701
O -0.06453 0.37697 -3.62565
C 0.62733 2.24815 -4.87952
C 0.28770 3.39074 -5.48406
C -1.10570 3.87813 -5.47369
O -1.41708 4.92482 -6.02505
H -3.12644 3.42503 -4.77364
H -2.49339 1.29540 -3.64654
H 1.64483 1.87676 -4.87706
H 1.01178 4.00639 -6.00416
C -2.99174 1.25183 -0.10401
C -2.77922 1.18010 1.21357
C -3.09762 2.31389 2.10372
O -2.90156 2.24984 3.30953
C -3.66115 3.52869 1.48203
C -3.87367 3.60041 0.16445
C -3.55527 2.46663 -0.72570
O -3.75132 2.53067 -1.93151
H -2.76309 0.42968 -0.77111
H -2.36719 0.29583 1.68485
H -3.88980 4.35084 2.14914
H -4.28570 4.48469 -0.30682
C -3.91675 -3.65591 -0.50884
C -4.77867 -4.54714 -1.00797
C -5.41186 -4.34537 -2.32613
O -6.20240 -5.15959 -2.78286
C -5.05465 -3.12208 -3.07164
C -4.19273 -2.23085 -2.57252
C -3.55953 -2.43263 -1.25435
O -2.76899 -1.61840 -0.79763
H -3.44400 -3.78829 0.45668
H -5.05038 -5.44969 -0.47374
H -5.52739 -2.98971 -4.03716
H -3.92101 -1.32830 -3.10674
C -2.27756 -3.41150 4.44922
C -2.11353 -2.65851 5.54120
C -2.92597 -1.44647 5.76508
O -2.77513 -0.75558 6.76328
C -3.92724 -1.09990 4.73689
C -4.09127 -1.85289 3.64492
C -3.27883 -3.06493 3.42104
O -3.42967 -3.75582 2.42283
H -1.68948 -4.30315 4.26931
H -1.38387 -2.89978 6.30488
H -4.51531 -0.20824 4.91681
H -4.82093 -1.61162 2.88124
C -6.17756 3.70278 4.74922
C -6.01353 4.45578 5.84120
C -6.82597 5.66781 6.06508
O -6.67513 6.35871 7.06328
C -7.82724 6.01439 5.03689
C -7.99127 5.26139 3.94492
C -7.17883 4.04936 3.72104
O -7.32967 3.35846 2.72283
H -5.58948 2.81113 4.56931
H -5.28387 4.21451 6.60488
H -8.41531 6.90604 5.21681
H -8.72093 5.50266 3.18124
C -8.56259 -10.46299 -3.84081
C -8.61777 -10.43345 -2.50575
C -8.07928 -9.29076 -1.74188
O -8.12756 -9.26379 -0.51981
C -7.47926 -8.18190 -2.51013
C -7.42408 -8.21144 -3.84520
C -7.96258 -9.35413 -4.60907
O -7.91429 -9.38109 -5.83114
H -8.95222 -11.29378 -4.41634
H -9.05535 -11.23864 -1.92782
H -7.08963 -7.35111 -1.93461
H -6.98650 -7.40624 -4.42313
C 10.30298 0.03592 -6.97524
C 10.24780 0.06546 -5.64017
C 10.78630 1.20815 -4.87630
O 10.73801 1.23512 -3.65423
C 11.38631 2.31701 -5.64455
C 11.44149 2.28747 -6.97962
C 10.90300 1.14478 -7.74349
O 10.95128 1.11782 -8.96556
H 9.91335 -0.79487 -7.55076
H 9.81022 -0.73973 -5.06224
H 11.77594 3.14780 -5.06903
H 11.87907 3.09267 -7.55755
C -0.95522 1.08881 8.37063
C -1.27660 2.38570 8.40397
C -0.60075 3.31893 9.32674
O -0.89566 4.50573 9.35933
C 0.44452 2.76413 10.20958
C 0.76590 1.46723 10.17624
C 0.09005 0.53400 9.25347
O 0.38496 -0.65279 9.22088
H -1.44165 0.39069 7.70036
H -2.04055 2.80810 7.76226
H 0.93095 3.46225 10.87985
H 1.52984 1.04483 10.81795